Model 1:
ORCA calculation (the ωB97M-V functional and the def2-TZVPD basis) on C7H16O2 as an isolated structure.

```
! wB97M-V def2-TZVPD RIJCOSX def2/J DEFGRID3
* xyz 0 1
C 1.420 0.799 -0.042
C -0.891 1.044 -1.486
C 1.909 0.652 1.386
C 2.083 -0.150 -1.027
C -0.394 1.008 -0.063
O -0.813 1.757 0.816
H 1.618 1.823 -0.370
H -0.660 2.019 -1.921
H -0.452 0.262 -2.102
H -1.977 0.918 -1.478
H 1.815 -1.191 -0.824
H 1.817 0.082 -2.060
H 1.317 1.282 2.055
H 2.968 0.918 1.470
H 1.817 -0.386 1.719
H 3.174 -0.068 -0.965
C -1.007 -1.221 0.549
C -2.415 -0.975 1.020
O -0.923 -2.038 -0.595
H -1.652 -1.810 -1.188
H -0.407 -1.692 1.332
H -0.003 -0.296 0.371
H -2.869 -1.904 1.377
H -2.428 -0.230 1.817
H -3.048 -0.604 0.207
*
```

Output
- gap between HOMO and LUMO (eV) = 9.1
- HOMO (eV) = -8.27


Model 2:
ORCA calculation (the ωB97M-V functional and the def2-TZVPD basis) on a 2-piece molecular cluster, C7H16O2 overall.

```
! wB97M-V def2-TZVPD RIJCOSX def2/J DEFGRID3
* xyz 0 1
C -1.339 0.560 -2.565
C -1.766 -0.672 -1.786
O -2.603 -0.580 -0.862
O -1.078 -1.634 -2.274
H -1.830 1.454 -2.244
H -0.301 0.517 -2.122
H -1.482 0.439 -3.627
H -1.011 -2.433 -1.596
C -0.127 -2.128 1.489
C 0.920 -1.216 0.822
C 0.616 0.197 1.190
C 1.282 1.195 0.465
C 0.774 2.646 0.684
H -0.133 -1.939 2.606
H -1.109 -2.032 1.193
H 0.259 -3.160 1.423
H 0.909 -1.409 -0.237
H 1.964 -1.220 1.283
H -0.495 0.286 0.984
H 0.600 0.538 2.307
H 1.315 0.931 -0.697
H 2.420 1.069 0.630
H 0.652 2.403 1.828
H 1.662 3.406 0.690
H -0.100 2.784 0.416
*
```

Output
- gap between HOMO and LUMO (eV) = 10.8
- HOMO (eV) = -10.20
- SMILES string = CC(=O)O.CCCCC


Most stable structure - model 2; separation to the second - 5.3 kcal/mol.


Model 1:
ORCA calculation (the ωB97M-V functional and the def2-TZVPD basis) on a 2-piece molecular cluster, C3H12NO overall.

```
! wB97M-V def2-TZVPD RIJCOSX def2/J DEFGRID3
* xyz 1 1
C 2.471 -0.244 0.557
O 1.256 -0.710 1.145
H 2.589 0.834 0.657
H 2.461 -0.517 -0.505
H 3.324 -0.771 0.969
H 1.015 -0.165 1.900
C -1.605 1.101 0.247
C -1.351 0.340 -1.036
N -0.675 -0.968 -0.732
H -1.783 0.488 1.135
H -2.453 1.756 0.100
H -0.769 1.735 0.500
H -0.690 0.887 -1.702
H -2.294 0.083 -1.500
H 0.231 -0.827 -0.188
H -1.225 -1.449 -0.017
H -0.501 -1.572 -1.530
*
```

Output
- gap between HOMO and LUMO (eV) = 12.0
- HOMO (eV) = -15.26


Model 2:
ORCA calculation (the ωB97M-V functional and the def2-TZVPD basis) on a 2-piece molecular cluster, C3H12NO overall.

```
! wB97M-V def2-TZVPD RIJCOSX def2/J DEFGRID3
* xyz 1 1
C 0.896 -0.572 2.458
O 0.674 0.679 1.785
H 1.963 -0.608 2.740
H 0.583 -1.315 1.733
H 0.479 -0.635 3.466
H 0.591 1.439 2.387
C -0.568 1.328 -0.931
N 0.065 -0.041 -1.034
C -0.769 -1.007 -1.939
H 0.167 1.881 -0.362
H -1.504 1.230 -0.387
H -0.751 1.625 -1.959
H 0.928 -0.021 -1.568
H 0.151 -0.562 -0.165
H -0.848 -0.433 -2.856
H -0.304 -1.984 -1.890
H -1.753 -1.005 -1.479
*
```

Output
- gap between HOMO and LUMO (eV) = 11.0
- HOMO (eV) = -14.24


Model 3:
ORCA calculation (the ωB97M-V functional and the def2-TZVPD basis) on a 2-piece molecular cluster, C3H12NO overall.

```
! wB97M-V def2-TZVPD RIJCOSX def2/J DEFGRID3
* xyz 1 1
N -1.882 -2.331 -0.059
H -2.196 -3.141 -0.590
H -1.425 -2.624 0.808
H -1.175 -1.755 -0.622
H -2.682 -1.740 0.170
C 0.150 0.065 -0.053
O -0.114 -0.737 -1.242
C 1.061 1.235 -0.327
C 1.343 2.053 0.929
H -0.814 0.478 0.271
H 0.530 -0.602 0.727
H 0.504 -0.437 -1.895
H 1.980 0.879 -0.805
H 0.551 1.873 -1.056
H 1.993 1.519 1.619
H 1.777 3.015 0.680
H 0.399 2.248 1.445
*
```

Output
- gap between HOMO and LUMO (eV) = 11.4
- HOMO (eV) = -15.13


Most stable structure - model 3; separation to the second - 4.4 kcal/mol.


Model 1:
ORCA calculation (the ωB97M-V functional and the def2-TZVPD basis) on one molecule with the formula C8H17N5O3.

```
! wB97M-V def2-TZVPD RIJCOSX def2/J DEFGRID3
* xyz 0 1
H -4.948 -1.575 -0.093
N -4.489 -1.501 0.949
C -3.258 -0.884 0.669
N -2.138 -0.456 1.549
N -3.071 -0.733 -0.679
C -1.805 -0.314 -1.243
C -1.218 1.069 -0.420
C -0.030 1.623 -1.212
C 1.274 1.060 -0.682
N 1.634 -0.276 -1.301
C 2.382 -1.247 -0.655
O 2.081 -2.544 -0.683
C 3.516 -0.657 0.201
N 3.648 -1.502 1.326
C 1.074 1.158 0.765
O 1.021 0.221 1.527
O 0.799 2.571 0.973
H -1.101 -0.514 1.041
H -2.019 -0.194 2.624
H -4.060 -0.593 -1.254
H -1.206 -1.399 -1.133
H -1.849 -0.149 -2.538
H -2.294 1.741 -0.374
H -0.871 1.010 0.815
H -0.269 1.799 -2.356
H -0.108 2.772 -0.867
H 2.021 1.637 -0.973
H 0.532 -0.773 -1.286
H 3.444 0.252 0.618
H 4.450 -0.718 -0.374
H 2.985 -1.193 2.168
H 3.234 -2.542 1.000
H 0.640 2.851 1.899
*
```

Output
- gap between HOMO and LUMO (eV) = 8.3
- HOMO (eV) = -8.21
- SMILES string = [H]/N=C(/N)NCCC[C@H](NC(=O)CN)C(=O)O


Model 2:
ORCA calculation (the ωB97M-V functional and the def2-TZVPD basis) on one molecule with the formula C8H17N5O3.

```
! wB97M-V def2-TZVPD RIJCOSX def2/J DEFGRID3
* xyz 0 1
H -2.891 1.548 0.295
N -2.461 1.042 -0.456
C -2.534 -0.225 -0.272
N -3.085 -0.802 0.864
N -2.220 -1.176 -1.152
C -1.341 -2.192 -0.644
C -0.089 -1.758 0.188
C 0.789 -0.848 -0.589
C 1.941 -0.143 0.163
N 2.208 1.211 -0.427
C 1.469 2.308 -0.275
O 1.615 3.362 -0.905
C 0.360 2.310 0.799
N -0.806 3.220 0.570
C 3.134 -1.039 0.125
O 4.043 -0.907 -0.692
O 3.061 -2.065 0.970
H -3.792 -0.210 1.360
H -3.452 -1.704 0.547
H -1.848 -0.767 -1.974
H -1.028 -2.816 -1.480
H -2.073 -2.853 0.014
H 0.418 -2.661 0.421
H -0.421 -1.285 1.086
H 1.096 -1.394 -1.476
H 0.074 -0.040 -0.870
H 1.673 -0.027 1.215
H 2.925 1.159 -1.178
H -0.038 1.344 1.105
H 0.936 2.775 1.659
H -1.150 2.912 -0.377
H -0.438 4.179 0.396
H 3.925 -2.459 0.992
*
```

Output
- gap between HOMO and LUMO (eV) = 9.7
- HOMO (eV) = -9.28
- SMILES string = [H]/N=C(\N)NCCC[C@H](NC(=O)CN)C(=O)O


Most stable structure - model 2; separation to the second - 209.3 kcal/mol.


Model 1:
ORCA calculation (the ωB97M-V functional and the def2-TZVPD basis) on a 2-piece molecular cluster, CH2INO overall.

```
! wB97M-V def2-TZVPD RIJCOSX def2/J DEFGRID3
* xyz 0 1
C 1.411 -0.157 -0.183
N 0.985 0.865 0.093
O -1.033 -1.207 0.059
I -2.180 0.197 0.129
H 1.904 -1.051 -0.454
H -1.087 1.352 0.355
*
```

Output
- gap between HOMO and LUMO (eV) = 8.9
- HOMO (eV) = -8.85


Model 2:
ORCA calculation (the ωB97M-V functional and the def2-TZVPD basis) on CH2INO as an isolated structure.

```
! wB97M-V def2-TZVPD RIJCOSX def2/J DEFGRID3
* xyz 0 1
C 0.241 -0.061 -0.026
N 1.345 -0.577 0.147
O -1.058 -0.776 -0.216
I -2.582 0.397 0.051
H 0.018 0.952 -0.013
H 2.037 0.065 0.057
*
```

Output
- gap between HOMO and LUMO (eV) = 8.9
- HOMO (eV) = -9.69


Most stable structure - model 2; separation to the second - 51.3 kcal/mol.


Model 1:
ORCA calculation (the ωB97M-V functional and the def2-TZVPD basis) on a 3-piece molecular cluster, C4H15N2O2 overall.

```
! wB97M-V def2-TZVPD RIJCOSX def2/J DEFGRID3
* xyz 2 2
N 1.147 0.197 0.343
C 0.326 0.021 1.489
C -0.862 -1.097 1.422
N -1.559 -1.416 0.175
C -2.593 -0.530 -0.238
C -2.196 0.515 -1.360
O -0.782 0.868 -1.632
H 1.948 0.789 0.507
H -0.066 0.925 1.957
H 0.593 0.481 -0.486
H 0.982 -0.389 2.327
H -1.502 1.761 0.991
H -0.359 -1.992 1.820
H -1.556 -0.789 2.203
H -0.932 -1.581 -0.615
H -3.485 -1.125 -0.560
H -2.952 0.186 0.509
H -2.914 1.354 -1.261
H -2.484 -0.016 -2.261
H -1.049 1.032 -0.574
H 5.736 1.017 0.568
H 6.144 0.552 -0.780
O 5.349 0.748 -0.280
*
```

Output
- gap between HOMO and LUMO (alpha / beta) (eV) = 5.8 / 3.3
- HOMO (alpha / beta) (eV) = -16.52 / -16.50


Model 2:
ORCA calculation (the ωB97M-V functional and the def2-TZVPD basis) on a 3-piece molecular cluster, C4H15N2O2 overall.

```
! wB97M-V def2-TZVPD RIJCOSX def2/J DEFGRID3
* xyz 2 2
C -2.300 1.941 0.251
C -0.958 2.231 0.871
C -0.179 0.997 0.559
C -0.093 -0.120 1.291
N 0.587 -1.335 0.753
N -2.024 1.317 -1.034
H -2.763 2.981 0.092
H -3.076 1.437 0.794
H -1.141 2.506 1.986
H -0.586 3.309 0.509
H 0.427 0.989 -0.405
H -0.826 -0.500 2.086
H 1.580 -1.278 1.191
H 0.327 -2.345 0.887
H 0.897 -1.158 -0.318
H -2.429 1.913 -1.793
H -2.145 0.330 -1.132
H 1.175 -4.439 -0.498
H 2.033 -3.059 -0.847
O 1.238 -3.468 -0.384
H 3.836 -1.254 -1.177
H 3.310 -0.255 -2.264
O 3.110 -0.742 -1.416
*
```

Output
- gap between HOMO and LUMO (alpha / beta) (eV) = 11.6 / 6.4
- HOMO (alpha / beta) (eV) = -18.47 / -18.47


Most stable structure - model 2; separation to the second - 164.4 kcal/mol.


Model 1:
ORCA calculation (the ωB97M-V functional and the def2-TZVPD basis) on a 6-piece molecular cluster, CH14NO5 overall.

```
! wB97M-V def2-TZVPD RIJCOSX def2/J DEFGRID3
* xyz 1 1
C -0.350 1.398 -2.062
N -0.937 1.445 -0.946
H -0.355 2.185 -2.803
H 0.314 0.559 -2.239
H -0.812 0.706 -0.235
H -1.641 2.151 -0.744
H -3.974 1.361 -2.546
H -4.278 2.590 -1.593
O -3.632 1.904 -1.838
H 0.600 -5.270 1.832
H -0.108 -6.381 1.232
O -0.130 -5.847 2.055
H 2.627 0.565 0.188
H 2.401 1.539 -1.013
O 2.012 0.795 -0.515
H -1.655 0.432 2.058
H -0.922 -0.923 1.690
O -1.278 -0.082 1.343
H 4.735 0.038 1.793
H 3.570 0.560 2.629
O 3.813 0.276 1.714
*
```

Output
- gap between HOMO and LUMO (eV) = 9.4
- HOMO (eV) = -13.48


Model 2:
ORCA calculation (the ωB97M-V functional and the def2-TZVPD basis) on a 6-piece molecular cluster, CH14NO5 overall.

```
! wB97M-V def2-TZVPD RIJCOSX def2/J DEFGRID3
* xyz 1 1
C -0.601 -1.421 -1.441
N 0.518 -0.923 -1.134
H -0.626 -2.448 -1.792
H -1.504 -0.829 -1.481
H 0.608 -0.031 -0.621
H 1.356 -1.497 -1.115
H 0.888 -4.045 0.869
H 2.218 -4.365 0.168
O 1.420 -3.831 0.100
H -0.084 4.997 -2.539
H -0.532 4.244 -1.232
O -0.211 4.153 -2.107
H -1.082 -0.123 1.931
H -0.992 -1.738 1.766
O -0.841 -0.881 1.384
H 1.951 1.322 0.958
H 0.899 0.586 1.818
O 1.377 0.547 0.986
H -2.538 2.040 1.204
H -1.148 2.558 1.604
O -1.690 1.767 1.570
*
```

Output
- gap between HOMO and LUMO (eV) = 10.2
- HOMO (eV) = -14.19


Most stable structure - model 1; separation to the second - 3.4 kcal/mol.